[1]
ORCA calculation (ωB97M-V/def2-TZVPD) on one molecule with the formula C15H20BrN3O2.

Geometry (Å):
C1 -2.33221 1.66181 0.22369
C2 -2.36769 2.90468 -0.65656
C3 -1.14074 3.05599 -1.55767
C4 0.13983 3.45733 -0.80848
C5 0.82804 2.30468 -0.10358
O1 0.82409 2.13609 1.09740
N1 1.47185 1.47494 -0.97532
N2 2.00785 0.24609 -0.66813
C6 2.82036 0.06226 0.29742
C7 3.42595 1.10579 1.17079
C8 3.18553 -1.37334 0.55070
C9 1.97879 -2.21740 0.98889
O2 2.00788 -2.91181 1.97690
N3 0.94753 -2.10411 0.11366
C10 -0.32322 -2.65303 0.18357
C11 -0.71249 -3.53714 1.19017
C12 -1.99040 -4.06141 1.21618
C13 -2.91435 -3.72236 0.24197
C14 -2.54999 -2.85127 -0.76947
C15 -1.27097 -2.33145 -0.79161
Br1 -0.81188 -1.14469 -2.21567
H1 -1.50138 1.69810 0.92099
H2 -3.25285 1.58260 0.79756
H3 -2.23625 0.76862 -0.38879
H4 -3.25269 2.85708 -1.29629
H5 -2.46345 3.79237 -0.02754
H6 -1.35314 3.83783 -2.29093
H7 -0.98399 2.12433 -2.10686
H8 -0.10150 4.20831 -0.05513
H9 0.84834 3.89148 -1.51790
H10 1.19822 1.51368 -1.94946
H11 3.56965 2.02735 0.60711
H12 2.74794 1.33628 1.99362
H13 4.37681 0.77082 1.57649
H14 3.94492 -1.45490 1.32638
H15 3.56481 -1.82456 -0.36944
H16 1.09730 -1.38609 -0.60419
H17 0.00628 -3.79739 1.94920
H18 -2.26548 -4.74146 2.00756
H19 -3.91275 -4.13020 0.26245
H20 -3.25454 -2.57591 -1.53969

For the energy relative to the best compared isomer or geometry (same formula, charge and spin), the calculation gives 0.0 kcal/mol. For the LUMO energy, the calculation gives 0.47 eV. The calculation puts the total energy at -94487.7745 eV. For the highest occupied orbital energy, the calculation gives -8.51 eV. The net charge is 0. As for the SMILES: CCCCC(=O)N/N=C(\C)CC(=O)Nc1ccccc1Br. The spin multiplicity is 1. The frontier orbital gap is 8.9812 eV.

[2]
ORCA calculation (ωB97M-V/def2-TZVPD) on a 2-piece molecular cluster, C15H20Cl2N2O4 overall at a distorted geometry.

Geometry (Å):
N1 -2.45116 3.25286 -4.37713
C1 -3.16238 1.97243 -4.12852
C2 -3.11303 1.59213 -2.60900
O1 -4.42723 1.56688 -2.01716
C3 -2.47241 0.21671 -2.33421
C4 -1.66119 0.14429 -1.04859
C5 -0.92913 1.19526 -0.53190
C6 -0.22356 1.13341 0.64362
C7 -0.22459 -0.04723 1.36988
C8 0.49778 -0.22698 2.69661
C9 1.59362 0.81277 2.97680
O2 2.49207 1.02584 1.89992
C10 -0.91369 -1.11319 0.86395
C11 -1.63104 -1.02145 -0.33057
C12 -2.28795 -2.36464 -0.59147
O3 -2.98165 -2.76236 -1.50019
N2 -1.95176 -3.10887 0.53318
C13 -1.05799 -2.51946 1.41765
O4 -0.58381 -3.05613 2.39384
H1 -1.50998 3.11770 -4.01517
H2 -2.88473 3.93177 -3.75609
H3 -4.21261 2.12160 -4.38558
H4 -2.67308 1.17947 -4.69626
H5 -2.57897 2.40623 -2.10658
H6 -4.48707 2.32739 -1.43455
H7 -3.31445 -0.47146 -2.20005
H8 -1.92079 -0.17165 -3.19782
H9 -0.90941 2.13489 -1.07738
H10 0.32670 1.99189 1.00772
H11 0.87493 -1.24993 2.77295
H12 -0.25349 -0.11906 3.49272
H13 1.10454 1.74525 3.27875
H14 2.17030 0.45211 3.84214
H15 2.56165 0.19307 1.41799
H16 -2.10131 -4.10800 0.54683
Cl1 4.99446 -0.97754 -0.02073
C14 5.95464 -0.95215 1.48129
C15 5.61142 -2.10398 2.39213
Cl2 3.97026 -1.94836 3.06163
H17 5.78761 0.00522 1.96994
H18 7.00241 -1.01186 1.19022
H19 6.30027 -2.12698 3.23536
H20 5.67577 -3.05789 1.87387

For the energy relative to the best compared isomer or geometry (same formula, charge and spin), the calculation gives 6.3 kcal/mol. For the LUMO energy, the calculation gives -0.31 eV. The calculation puts the total energy at -52095.2041 eV. For the highest occupied orbital energy, the calculation gives -9.37 eV. The net charge is 0. As for the SMILES: NC[C@@H](O)Cc1ccc(CCO)c2c1C(=O)NC2=O.ClCCCl. The spin multiplicity is 1. The frontier orbital gap is 9.0596 eV.

[3]
ORCA calculation (ωB97M-V/def2-TZVPD) on one molecule with the formula C15H20FNO7S.

Geometry (Å):
C1 -0.04776 4.18893 -3.53015
O1 0.43983 3.11427 -2.72181
C2 1.72448 3.23873 -2.33524
O2 2.41929 4.15792 -2.67541
C3 2.12978 2.11296 -1.44344
C4 1.14384 1.39410 -0.77571
C5 1.46148 0.37623 0.11128
N1 0.51230 -0.39676 0.81030
C6 -0.72810 0.02398 1.20572
O3 -1.19832 1.10568 0.93983
C7 -1.53218 -1.05370 1.95184
C8 -2.42312 -1.77803 0.94904
C9 -3.22957 -2.87479 1.62654
S1 -4.34684 -3.72537 0.53227
C10 -3.29028 -4.59765 -0.59494
O4 -5.04837 -4.70769 1.31589
O5 -5.07755 -2.74158 -0.22286
O6 -2.36053 -0.49811 2.92933
C11 -1.65049 0.15234 3.96698
C12 2.80411 0.08374 0.27717
F1 3.13167 -0.92443 1.11587
C13 3.81345 0.74982 -0.37779
C14 3.48380 1.78807 -1.24727
O7 4.41107 2.47345 -1.93754
C15 5.77604 2.19490 -1.68532
H1 -1.08552 3.94999 -3.74053
H2 0.02614 5.13338 -2.99397
H3 0.52404 4.26154 -4.45354
H4 0.10918 1.65056 -0.93116
H5 0.85743 -1.25465 1.20835
H6 -0.83297 -1.76821 2.41890
H7 -3.09732 -1.04856 0.49877
H8 -1.79481 -2.18606 0.15334
H9 -2.60413 -3.63956 2.09158
H10 -3.88499 -2.46116 2.39405
H11 -3.96015 -5.15690 -1.24548
H12 -2.71039 -3.88844 -1.18031
H13 -2.65399 -5.28035 -0.03639
H14 -2.38512 0.47752 4.69867
H15 -0.94536 -0.53548 4.44816
H16 -1.11007 1.02488 3.59166
H17 4.83299 0.44442 -0.20178
H18 6.33747 2.89986 -2.29070
H19 6.02302 2.34458 -0.63172
H20 6.03653 1.17563 -1.98249

For the energy relative to the best compared isomer or geometry (same formula, charge and spin), the calculation gives 0.2 kcal/mol. For the LUMO energy, the calculation gives 0.27 eV. The calculation puts the total energy at -45254.2203 eV. For the highest occupied orbital energy, the calculation gives -8.65 eV. The net charge is 0. As for the SMILES: COC(=O)c1cc(NC(=O)[C@H](CCS(C)(=O)=O)OC)c(F)cc1OC. The spin multiplicity is 1. The frontier orbital gap is 8.9263 eV.

[4]
ORCA calculation (ωB97M-V/def2-TZVPD) on C15H20IrNO7S as an isolated structure at a distorted geometry.

Geometry (Å):
Ir1 0.13579 0.38383 0.73016
C1 -0.12339 -2.49978 0.79366
C2 1.37961 -2.42730 1.09714
O1 1.78357 -1.06270 1.36737
C3 2.22221 -0.81797 2.72856
C4 2.04047 0.65755 3.00622
O2 0.64653 0.88317 2.70278
C5 0.05926 2.17858 2.93468
C6 -1.44342 1.99536 2.72569
O3 -1.68899 1.02550 1.65560
C7 -2.63017 -0.04551 1.98372
C8 -2.20216 -1.30301 1.26456
O4 -0.77829 -1.39552 1.47685
H1 -0.55433 -3.43115 1.16301
H2 -0.32810 -2.41266 -0.27503
H3 1.94658 -2.77370 0.23513
H4 1.64265 -3.04014 1.95717
H5 3.26933 -1.10684 2.81533
H6 1.61250 -1.40521 3.41596
H7 2.65963 1.28704 2.36360
H8 2.22398 0.88780 4.05523
H9 0.49158 2.89487 2.23299
H10 0.26701 2.49805 3.95662
H11 -1.90428 2.93634 2.43131
H12 -1.92362 1.62376 3.62828
H13 -3.62725 0.26898 1.68082
H14 -2.59303 -0.20137 3.06104
H15 -2.41464 -1.28575 0.19182
H16 -2.69330 -2.16875 1.71135
O5 1.41777 1.15083 -0.72273
C9 0.60467 0.79226 -1.66337
N1 -0.49767 0.27217 -1.16379
S1 -1.49485 -0.42007 -2.35602
O6 -1.39900 -1.83677 -2.19104
O7 -2.75672 0.22909 -2.31736
C10 -0.43054 0.18204 -3.64302
C11 -0.63307 0.05420 -4.99551
C12 0.35466 0.58169 -5.83000
C13 1.48453 1.20673 -5.31539
C14 1.67541 1.33290 -3.94381
C15 0.69974 0.81211 -3.11215
H17 -1.51052 -0.43013 -5.40151
H18 0.23592 0.49977 -6.90188
H19 2.22567 1.60362 -5.99509
H20 2.54832 1.82609 -3.53896

For the energy relative to the best compared isomer or geometry (same formula, charge and spin), the calculation gives 20.2 kcal/mol. For the LUMO energy (spin up / spin down), the calculation gives -8.30 / -8.28 eV. The calculation puts the total energy at -45356.4494 eV. For the highest occupied orbital energy (spin up / spin down), the calculation gives -15.46 / -15.45 eV. The net charge is +2. The spin multiplicity is 1. The frontier orbital gap (spin up / spin down) is 7.1567 / 7.1681 eV.

Question: Look up the net charge of the second one.
Answer: 0

Question: What is the energy relative to the best compared isomer or geometry (same formula, charge and spin) in the second record?
Answer: 6.3 kcal/mol

Question: What is the net charge in the fourth record?
Answer: +2

Please write out number 2 again, unchanged.
ORCA calculation (ωB97M-V/def2-TZVPD) on a 2-piece molecular cluster, C15H20Cl2N2O4 overall at a distorted geometry.

Geometry (Å):
N1 -2.45116 3.25286 -4.37713
C1 -3.16238 1.97243 -4.12852
C2 -3.11303 1.59213 -2.60900
O1 -4.42723 1.56688 -2.01716
C3 -2.47241 0.21671 -2.33421
C4 -1.66119 0.14429 -1.04859
C5 -0.92913 1.19526 -0.53190
C6 -0.22356 1.13341 0.64362
C7 -0.22459 -0.04723 1.36988
C8 0.49778 -0.22698 2.69661
C9 1.59362 0.81277 2.97680
O2 2.49207 1.02584 1.89992
C10 -0.91369 -1.11319 0.86395
C11 -1.63104 -1.02145 -0.33057
C12 -2.28795 -2.36464 -0.59147
O3 -2.98165 -2.76236 -1.50019
N2 -1.95176 -3.10887 0.53318
C13 -1.05799 -2.51946 1.41765
O4 -0.58381 -3.05613 2.39384
H1 -1.50998 3.11770 -4.01517
H2 -2.88473 3.93177 -3.75609
H3 -4.21261 2.12160 -4.38558
H4 -2.67308 1.17947 -4.69626
H5 -2.57897 2.40623 -2.10658
H6 -4.48707 2.32739 -1.43455
H7 -3.31445 -0.47146 -2.20005
H8 -1.92079 -0.17165 -3.19782
H9 -0.90941 2.13489 -1.07738
H10 0.32670 1.99189 1.00772
H11 0.87493 -1.24993 2.77295
H12 -0.25349 -0.11906 3.49272
H13 1.10454 1.74525 3.27875
H14 2.17030 0.45211 3.84214
H15 2.56165 0.19307 1.41799
H16 -2.10131 -4.10800 0.54683
Cl1 4.99446 -0.97754 -0.02073
C14 5.95464 -0.95215 1.48129
C15 5.61142 -2.10398 2.39213
Cl2 3.97026 -1.94836 3.06163
H17 5.78761 0.00522 1.96994
H18 7.00241 -1.01186 1.19022
H19 6.30027 -2.12698 3.23536
H20 5.67577 -3.05789 1.87387

For the energy relative to the best compared isomer or geometry (same formula, charge and spin), the calculation gives 6.3 kcal/mol. For the LUMO energy, the calculation gives -0.31 eV. The calculation puts the total energy at -52095.2041 eV. For the highest occupied orbital energy, the calculation gives -9.37 eV. The net charge is 0. As for the SMILES: NC[C@@H](O)Cc1ccc(CCO)c2c1C(=O)NC2=O.ClCCCl. The spin multiplicity is 1. The frontier orbital gap is 9.0596 eV.